Record 1
{"formula": "C3H14N2O", "method": "ωB97M-V/def2-TZVPD", "symbols": ["C", "C", "C", "N", "N", "H", "H", "H", "H", "H", "H", "H", "H", "H", "H", "H", "H", "H", "H", "O"], "xyz": [[1.472, -0.004, -1.007], [0.567, 1.093, -0.512], [0.526, 1.298, 0.940], [-0.814, 0.983, 1.475], [0.611, -1.194, -1.396], [2.306, -0.244, -0.169], [2.143, 0.451, -1.807], [-0.437, 1.110, -1.125], [0.972, 2.097, -0.803], [1.218, 0.549, 1.446], [0.900, 2.377, 1.315], [-0.746, 0.259, 2.199], [-1.387, 1.892, 1.964], [-1.410, 0.602, 0.667], [0.891, -2.057, -0.977], [0.615, -1.384, -2.503], [-0.371, -1.055, -1.055], [-2.484, -1.844, -0.291], [-2.077, -2.205, 1.142], [-1.763, -1.675, 0.365]], "nbo_charge": [-0.265, -0.514, -0.252, -0.719, -0.711, 0.264, 0.291, 0.241, 0.300, 0.238, 0.284, 0.456, 0.497, 0.467, 0.457, 0.487, 0.460, 0.512, 0.526, -1.020], "de_lowest_kcal_mol": 45.7, "e_homo_ev": -20.3513, "orbital_gap_ev": 13.2, "total_charge": 2}

***

Record 2
{"formula": "C9H16N", "method": "ωB97M-V/def2-TZVPD", "symbols": ["C", "C", "C", "C", "C", "C", "C", "H", "H", "H", "H", "H", "H", "H", "H", "C", "C", "N", "H", "H", "H", "H", "H", "H", "H", "H"], "xyz": [[1.596, -1.220, -1.640], [-0.876, -0.835, -1.887], [0.215, -1.376, -1.139], [-2.153, -0.767, -1.394], [-2.322, -1.221, -0.044], [-0.090, -1.870, 0.161], [-1.324, -1.843, 0.744], [-0.798, -0.629, -2.951], [-3.033, -0.363, -1.877], [1.617, -0.992, -2.707], [2.170, -2.128, -1.434], [-3.293, -1.030, 0.410], [0.704, -2.350, 0.729], [-1.614, -2.201, 1.721], [2.080, -0.335, -1.206], [0.921, 2.224, 0.801], [1.605, 1.554, 1.974], [-0.460, 1.588, 0.547], [0.818, 3.289, 0.964], [1.401, 2.186, -0.177], [1.422, 2.176, 2.842], [2.605, 1.227, 1.717], [-0.418, 0.593, 0.808], [-1.103, 2.046, 1.198], [-0.814, 1.693, -0.405], [1.148, 0.587, 2.241]], "nbo_charge": [-0.693, -0.206, 0.245, -0.182, 0.034, -0.177, -0.211, 0.271, 0.280, 0.275, 0.292, 0.250, 0.265, 0.286, 0.283, -0.220, -0.653, -0.693, 0.255, 0.224, 0.264, 0.271, 0.436, 0.453, 0.447, 0.207], "e_homo_ev": [-18.7107, -18.8334], "orbital_gap_ev": [10.6, 6.9], "multiplicity": 2, "total_charge": 2}

***

Record 3
{"formula": "C17H27N2O3PdS", "method": "ωB97M-V/def2-TZVPD", "symbols": ["Pd", "C", "C", "O", "C", "C", "C", "C", "C", "C", "O", "H", "H", "H", "H", "H", "H", "H", "C", "N", "C", "C", "S", "N", "C", "C", "H", "H", "H", "H", "H", "H", "H", "H", "H", "H", "H", "H", "C", "C", "C", "O", "C", "H", "H", "H", "H", "H", "H", "H", "H"], "xyz": [[0.166, 0.066, 0.307], [0.918, -4.272, -0.479], [0.198, -2.968, -0.613], [0.779, -1.956, -0.190], [-1.142, -2.943, -1.222], [-1.695, -4.093, -1.741], [-2.989, -4.122, -2.302], [-3.751, -2.949, -2.368], [-3.241, -1.775, -1.896], [-1.919, -1.711, -1.295], [-1.542, -0.579, -0.893], [1.866, -4.123, 0.030], [1.117, -4.695, -1.466], [0.314, -4.985, 0.084], [-1.130, -5.014, -1.731], [-3.388, -5.054, -2.679], [-4.745, -2.971, -2.795], [-3.792, -0.845, -1.949], [0.967, 4.490, 1.654], [0.972, 3.765, 0.379], [-0.094, 4.138, -0.565], [1.749, 2.728, 0.128], [1.166, 1.624, -1.154], [2.925, 2.491, 0.680], [3.733, 3.528, 1.336], [3.619, 1.213, 0.489], [-0.072, 4.623, 1.957], [1.403, 5.484, 1.549], [1.484, 3.938, 2.432], [-0.439, 5.140, -0.326], [-0.953, 3.463, -0.489], [0.270, 4.146, -1.593], [3.377, 4.524, 1.097], [4.756, 3.443, 0.970], [3.750, 3.389, 2.418], [2.935, 0.360, 0.523], [4.344, 1.086, 1.290], [4.162, 1.195, -0.459], [-0.442, 0.758, 4.637], [-1.588, 1.663, 4.156], [-1.741, 1.279, 2.699], [-0.367, 1.050, 2.257], [0.399, 0.509, 3.382], [-0.829, -0.177, 5.036], [0.144, 1.233, 5.420], [-1.321, 2.717, 4.246], [-2.505, 1.503, 4.718], [-2.169, 2.055, 2.067], [-2.319, 0.358, 2.588], [1.358, 1.030, 3.398], [0.584, -0.557, 3.219]], "nbo_charge": [1.188, -0.727, 0.658, -0.625, -0.283, -0.002, -0.054, -0.177, -0.133, 0.474, -0.562, 0.273, 0.280, 0.275, 0.246, 0.268, 0.278, 0.262, -0.423, -0.356, -0.442, 0.358, 0.402, -0.356, -0.425, -0.432, 0.243, 0.252, 0.228, 0.274, 0.220, 0.244, 0.240, 0.258, 0.239, 0.199, 0.270, 0.251, -0.439, -0.430, -0.070, -0.638, -0.082, 0.241, 0.258, 0.222, 0.268, 0.211, 0.191, 0.194, 0.192], "de_lowest_kcal_mol": 9.7, "e_homo_ev": [-18.4005, -18.9418], "orbital_gap_ev": [9.0, 5.6], "multiplicity": 5, "total_charge": 3}